(1)
101
Properties=species:S:1:pos:R:3:forces:R:3:lowdin_charge:R:1 method="wB97M-V/def2-TZVPD" max_force_ev_per_a=0.40 multiplicity=6 total_charge=-1 relative_energy_ev=4.482 homo_ev="-3.298 / -4.622" energy_ev=-137866.984 s_squared=8.805 orbital_gap_ev="5.578 / 6.505"
Ru -0.3189 -0.3520 0.3086 -0.1 0.1 0.1 1.2001
Cl -4.3845 -3.3005 -0.7120 0.0 0.0 -0.1 0.6740
Cl 2.0880 -3.9326 -1.8031 0.0 0.0 0.0 0.7000
Cl -2.3342 -6.3730 -3.5185 0.0 0.0 0.0 0.6000
Cl 0.6415 -6.6669 -2.5144 0.0 0.0 0.0 0.6513
Cl -3.1976 -0.3643 -2.2091 0.1 -0.1 0.0 0.7281
S -2.7824 2.7611 -1.4846 0.0 0.0 0.0 0.9568
O 1.2360 -3.4173 2.4816 0.0 -0.1 0.0 0.0311
O 0.8572 3.5167 2.9127 0.0 0.0 0.0 0.0508
N -0.3915 2.7174 1.2291 0.2 0.0 0.1 0.0504
N -2.5127 0.0887 1.4088 -0.1 -0.1 -0.1 0.0553
N 0.7427 0.0768 2.0592 0.2 0.0 0.1 0.0503
N -0.1934 -2.2136 1.1059 0.1 0.0 0.1 -0.0307
N 4.4266 0.2730 -1.8418 0.0 0.0 0.0 -0.0465
N 2.5196 -0.3864 -0.5801 0.0 0.0 0.0 0.0819
N 2.2668 1.0107 -2.3614 -0.1 0.1 0.1 0.0441
C -4.6564 -0.6506 2.1695 0.0 0.0 0.0 -0.0818
C -0.6977 -3.3201 0.3780 0.2 0.3 -0.2 -0.1787
C -2.2463 -3.9396 -2.3567 0.0 -0.2 -0.2 -0.1620
C -1.2888 6.2648 0.4999 0.0 0.0 0.0 -0.0551
C 2.6349 1.4272 -3.6930 0.0 -0.1 0.0 -0.1962
C 0.7401 -2.3764 2.0582 0.0 0.1 0.0 -0.5088
C 3.3563 -1.2211 0.2634 0.0 0.0 0.0 -0.2380
C 4.0825 1.8736 -3.6657 0.0 0.0 0.0 -0.1702
C -0.5289 5.1007 0.5729 0.0 0.0 0.0 -0.1934
C 4.9238 0.7346 -3.1270 0.0 0.0 0.0 -0.1738
C -2.5154 6.3589 1.1330 0.0 0.0 0.0 -0.0885
C 0.5456 2.5701 2.1915 0.0 -0.1 0.0 -0.3839
C 4.5985 -1.7216 -0.4519 0.0 0.0 0.0 -0.1735
C 5.3342 -0.5331 -1.0359 0.0 0.0 0.0 -0.1617
C -2.2254 1.8235 -0.1370 0.0 0.1 0.1 -0.5065
C -0.0986 -1.2532 -2.8184 0.0 0.0 0.0 -0.0983
C 0.3367 -4.1065 -1.7261 -0.3 -0.2 0.0 -0.6057
C -0.8276 -1.7146 -1.5651 -0.2 0.0 -0.1 -0.3930
C -2.6732 3.0676 2.9818 0.0 0.0 0.0 -0.0212
C -2.9465 -3.0071 -1.6543 0.3 0.3 0.1 -0.6966
C -1.0510 4.0081 1.2665 0.0 0.0 -0.1 -0.1431
C -2.2877 -1.7368 -1.6563 -0.3 -0.1 -0.1 -0.6443
C -0.7565 1.8624 0.0397 -0.1 -0.2 0.0 -0.3491
C -1.7880 -5.3306 -2.1086 0.0 0.0 0.0 -0.7466
C 1.1860 1.2415 2.5394 -0.1 0.1 -0.1 -0.1386
C -1.5030 -4.3066 2.4956 0.0 0.0 0.0 -0.0573
C 3.0754 0.2399 -1.5535 0.1 -0.1 -0.1 -0.3846
C -0.2528 -5.2406 -2.1238 0.0 0.1 0.0 -0.6815
C -5.2792 0.3120 1.3736 0.0 0.0 0.0 -0.0801
C 0.8608 5.1139 -0.0111 0.0 0.0 0.0 -0.0379
C -1.3425 -4.3413 0.9928 -0.2 -0.3 0.1 -0.1738
C -0.2280 2.5230 -1.1760 0.0 0.0 0.0 -0.2043
C -1.1400 3.0059 -2.0232 0.0 0.0 0.0 -0.3875
C 2.7027 0.1435 4.0381 0.0 0.0 0.0 -0.0452
C -3.2743 -0.7180 2.1382 0.1 0.0 0.0 -0.1368
C 1.2294 -1.0545 2.6075 -0.1 0.0 -0.1 -0.1907
C -1.9920 -5.5206 0.4026 0.1 0.1 0.1 -0.0544
C -3.1093 1.0342 0.6431 0.1 0.1 0.0 -0.3894
C -2.9657 5.3004 1.9047 0.0 0.0 0.0 -0.0521
C -0.4219 -3.0616 -1.0457 0.2 0.2 0.3 -0.1931
C -4.5129 1.1596 0.6106 0.0 0.0 0.0 -0.0633
C 2.1854 1.3077 3.5048 0.0 0.0 0.0 0.0001
C -2.2300 -5.9767 -0.8303 0.0 0.0 -0.1 -0.1142
C -2.2311 4.1251 2.0057 0.0 0.0 0.0 -0.1896
C 2.1893 -1.0626 3.5986 0.0 0.0 0.0 -0.0076
H -6.3597 0.3843 1.3470 0.0 0.0 0.0 0.1027
H -0.8938 7.1127 -0.0491 0.0 0.0 0.0 0.1074
H -2.7448 -1.4684 2.7160 0.0 0.0 0.0 0.0944
H 1.9747 2.2447 -3.9889 0.0 0.0 0.0 0.1166
H -2.4353 -4.7937 2.7865 0.0 0.0 0.0 0.0744
H 6.1552 -0.8576 -1.6793 0.0 0.0 0.0 0.1147
H -3.1028 7.2654 1.0541 0.0 0.0 0.0 0.0951
H -3.7416 2.8656 2.8918 0.0 0.0 0.0 0.0806
H 3.4807 0.1788 4.7899 0.0 0.0 0.0 0.1057
H 5.2427 -2.2756 0.2333 0.0 0.0 0.0 0.1158
H -4.9681 1.9134 -0.0188 0.0 0.0 0.0 0.0947
H 1.4365 4.2440 0.2911 0.0 0.0 0.0 0.0692
H -2.1418 2.1302 2.8478 0.0 0.0 0.0 0.0626
H 5.7671 0.0768 -0.2340 0.0 0.0 0.0 0.1223
H 4.3023 -2.3961 -1.2610 0.0 0.0 0.1 0.0735
H -1.5230 -3.2843 2.8724 0.0 0.0 0.0 0.0562
H 3.6541 -0.6654 1.1641 0.0 0.0 0.0 0.1110
H 2.5190 -2.0255 3.9618 0.0 0.0 0.0 0.1194
H -2.4794 3.4220 3.9973 0.0 0.0 0.0 0.0904
H -0.9639 3.5345 -2.9487 0.0 0.0 0.0 0.0658
H 0.8331 2.6613 -1.3176 0.0 0.0 0.0 0.0875
H -0.6703 -4.8060 2.9947 0.0 0.0 0.0 0.0810
H -1.6430 -3.4978 -3.1407 0.0 0.0 0.0 0.1141
H 2.4989 2.2864 3.8316 0.0 0.0 0.0 0.1132
H 4.1796 2.7429 -3.0108 0.0 0.0 0.0 0.1193
H 0.8405 5.1538 -1.1014 0.0 0.0 0.0 0.0775
H 4.4239 2.1494 -4.6645 0.0 0.0 0.0 0.1119
H -3.8954 5.3849 2.4563 0.0 0.0 0.0 0.1085
H -2.4089 -6.1660 1.1703 0.0 0.0 0.0 0.1022
H 1.3873 5.9992 0.3502 0.0 0.0 0.0 0.0838
H 0.9750 -1.1963 -2.6409 0.0 0.0 0.0 0.0387
H 4.9336 -0.0891 -3.8568 0.0 0.0 0.0 0.1267
H 1.2904 0.8096 -2.1981 0.1 0.0 0.0 0.0687
H -5.2235 -1.3482 2.7691 0.0 0.0 0.0 0.0941
H 2.5092 0.6216 -4.4313 0.0 0.0 0.0 0.1203
H -2.7732 -6.9064 -0.9326 0.0 0.0 0.0 0.0893
H -0.2604 -1.9501 -3.6549 0.0 0.0 0.0 0.0832
H 2.7618 -2.0741 0.5990 0.0 0.0 0.0 0.0856
H -0.4700 -0.2767 -3.1369 0.0 0.0 0.0 0.0589
H 5.9590 1.0539 -2.9891 0.0 0.0 0.0 0.1181

=====

(2)
89
Properties=species:S:1:pos:R:3:forces:R:3:lowdin_charge:R:1 method="wB97M-V/def2-TZVPD" smiles=c1ccncc1.c1ccncc1.c1ccncc1.c1ccncc1.c1ccncc1.c1ccncc1.c1ccncc1.CO.CO max_force_ev_per_a=3.15 multiplicity=1 relative_energy_ev=2.508 homo_ev=-9.581 energy_ev=-53586.890 orbital_gap_ev=9.992
O 3.1782 -2.5714 -2.7468 -0.4 -0.9 -1.2 -0.1328
O 5.4486 3.3313 -4.3922 0.0 0.1 1.0 -0.1225
N -1.4446 -9.1700 -5.3076 -0.6 -0.5 -0.4 0.0356
N -8.6878 -1.1751 -4.3488 -1.3 -0.2 -0.6 0.0436
N 10.5994 2.4715 4.0713 1.0 0.2 -1.9 0.0569
N -0.3905 1.8302 -0.0727 -2.0 1.7 1.7 0.0519
N -7.5316 0.7481 6.9912 1.5 -2.6 -0.1 0.0580
N -0.3950 -6.9905 4.0002 -0.4 1.3 -1.2 0.0434
N 3.6829 9.7461 3.5012 1.6 -0.2 -0.2 0.0410
C -2.4062 -9.7864 -6.0418 1.2 1.4 0.4 -0.1345
C 4.7236 9.8070 4.3844 -0.5 -1.0 -1.4 -0.1270
C 10.2909 2.5970 1.6612 1.2 0.7 -0.4 -0.0882
C 0.1483 2.7294 0.8388 -1.3 -1.3 -0.9 -0.1409
C 3.8936 9.0713 2.3340 0.6 0.0 1.4 -0.1481
C 5.9409 9.1064 4.1886 -0.5 1.1 -0.3 -0.0791
C -0.6020 3.5264 1.7043 -0.3 0.1 -0.2 -0.0820
C 4.5885 -2.5700 -2.5842 -0.5 0.9 1.5 -0.1626
C 11.4757 3.3256 1.5471 0.0 -0.3 0.1 -0.0808
C -0.6819 -6.3230 2.8265 0.4 0.4 1.4 -0.1341
C 6.1052 8.4119 3.0162 -1.0 -0.7 -1.7 -0.0952
C -10.1876 -2.7329 -5.3957 -0.5 -0.4 0.6 -0.0951
C -2.3604 -7.0087 -5.8561 -0.2 -1.4 -0.4 -0.0558
C -1.7751 1.8327 -0.0630 1.0 1.5 -0.2 -0.1371
C -3.3138 -9.0478 -6.7968 0.3 -0.2 0.5 -0.0807
C -9.4483 -0.8670 -6.6330 -0.2 0.8 0.3 -0.0789
C 11.7882 3.1281 3.9081 -1.8 -0.5 0.0 -0.1421
C -6.7376 -0.2689 6.5306 0.0 0.8 0.8 -0.1253
C -1.9987 3.5518 1.6125 -0.3 -0.8 -0.7 -0.0843
C -6.6918 -0.7006 5.2201 0.5 -0.8 0.8 -0.0896
C -2.6046 2.7027 0.6958 1.7 -0.7 -0.4 -0.0831
C -0.5094 -4.9384 2.6263 0.6 -1.0 1.9 -0.0691
C 5.0651 8.3528 2.0629 -0.5 1.1 0.9 -0.0703
C -9.4978 -2.2660 -4.2667 1.0 0.5 -1.9 -0.1306
C -10.2599 -1.9875 -6.5331 0.7 0.8 -0.3 -0.1032
C -1.4026 -7.8460 -5.2496 -0.9 0.2 0.0 -0.1617
C -8.3856 1.2183 6.1123 0.0 0.2 1.2 -0.1738
C 0.0946 -6.2645 5.0235 0.0 0.2 -1.7 -0.1629
C -8.4001 0.8085 4.8063 -2.2 0.8 -1.2 -0.0903
C 12.2238 3.6324 2.6851 -0.4 -0.4 -0.2 -0.0765
C 9.9120 2.2182 2.9171 -0.3 0.4 1.9 -0.1610
C -7.6085 -0.1944 4.3626 0.6 0.0 -1.1 -0.1053
C 0.4361 -4.9093 4.8982 -0.7 -0.7 -0.9 -0.0711
C -3.3168 -7.6601 -6.6533 0.4 0.2 0.2 -0.0864
C 4.5638 2.9951 -5.4278 0.5 0.9 -1.3 -0.1801
C 0.1242 -4.2495 3.6839 0.0 -0.5 0.5 -0.0748
C -8.6826 -0.4717 -5.5326 -0.7 -1.6 1.4 -0.1288
H -0.6217 -7.4657 -4.6078 0.1 0.3 -0.1 0.0979
H -2.7011 4.1715 2.1502 0.6 0.4 0.5 0.1019
H -3.6686 2.7133 0.5105 0.0 -0.1 0.1 0.0955
H 13.1166 4.2370 2.6239 0.1 -0.1 0.0 0.0965
H -9.5327 -0.2610 -7.5230 0.3 0.2 0.0 0.0963
H -2.3076 1.3254 -0.8539 0.4 -0.8 0.0 0.0892
H -4.0059 -9.5338 -7.4684 -0.2 0.0 0.1 0.0954
H 2.7120 -1.8069 -2.4007 0.6 0.2 0.1 0.0747
H -0.8580 -4.4623 1.7217 0.2 0.1 0.0 0.0949
H 5.0045 2.1961 -6.0240 -0.7 -0.7 0.2 0.0758
H -9.1122 1.8073 6.6521 -0.4 0.8 -1.0 0.1068
H 9.7180 2.3957 0.7681 -0.2 -0.2 0.1 0.1014
H -0.0906 4.1445 2.4273 0.1 0.1 -0.1 0.0961
H 6.2280 3.7668 -4.7450 -0.1 -0.1 -0.1 0.0743
H 4.5015 3.8029 -6.1568 -0.1 0.4 -0.1 0.0686
H -2.3664 -5.9369 -5.7238 0.1 0.0 0.0 0.0950
H 0.3875 -3.2087 3.5658 -0.1 0.1 0.0 0.0939
H 5.1447 7.8514 1.1096 0.2 -0.1 0.1 0.0939
H 4.5347 10.4245 5.2501 0.1 -0.1 0.2 0.0939
H 5.0143 -1.5846 -2.7736 0.2 0.0 -0.4 0.0718
H 0.2980 -6.8146 5.9304 0.0 0.0 0.2 0.0957
H -6.0384 -1.4725 4.8412 0.2 -0.2 0.5 0.1054
H -10.9664 -2.2483 -7.3072 0.2 -0.1 -0.3 0.1065
H 8.9351 1.7756 3.0443 0.0 -0.3 0.2 0.0976
H 0.9108 -4.4840 5.7701 0.0 0.6 -0.3 0.0923
H -4.0877 -7.1154 -7.1780 0.1 0.3 0.0 0.0974
H -2.3110 -10.8602 -5.9767 -0.5 -0.1 -0.4 0.0978
H -9.1337 1.2039 4.1193 -0.2 0.2 0.1 0.1034
H -6.1718 -0.8081 7.2759 0.4 0.3 0.2 0.0981
H -8.1251 0.4504 -5.4603 0.2 0.0 -0.5 0.0952
H 11.8034 3.5789 0.5497 0.2 0.4 0.0 0.0999
H 1.2267 2.7872 0.8456 0.1 -0.1 0.1 0.0933
H 4.7416 -2.7578 -1.5214 0.6 -0.2 0.1 0.0693
H 7.0065 7.8955 2.7206 0.3 0.0 0.5 0.1003
H 6.8236 9.2377 4.7969 -0.3 0.0 0.5 0.0970
H 5.1038 -3.3453 -3.1511 -0.5 0.1 -0.3 0.0794
H -7.6371 -0.6190 3.3700 -0.3 0.4 -0.2 0.1127
H 12.3349 3.2715 4.8284 0.2 0.2 0.0 0.0962
H 3.0882 9.1100 1.6155 -0.1 0.0 0.0 0.0936
H -1.0724 -6.8859 1.9916 -0.1 -0.5 0.2 0.0918
H 3.5390 2.8927 -5.0708 0.3 -0.7 0.2 0.0838
H -9.5831 -2.8568 -3.3666 0.4 0.3 0.4 0.0964
H -10.7442 -3.6548 -5.4785 -0.1 -0.2 0.9 0.0987

=====

(3)
22
Properties=species:S:1:pos:R:3:forces:R:3:lowdin_charge:R:1 method="wB97M-V/def2-TZVPD" max_force_ev_per_a=5.75 multiplicity=1 total_charge=+1 relative_energy_ev=4.035 homo_ev=-13.369 energy_ev=-10987.770 orbital_gap_ev=10.054
O 2.1943 -0.7628 -1.7593 3.5 1.9 -0.2 -0.0587
O 0.5071 -1.0281 1.7409 0.0 0.7 -1.5 -0.0988
N 0.0907 -0.0816 -2.5773 2.8 3.1 -0.7 0.1243
C -1.5061 0.7910 0.7050 -1.4 3.5 -0.5 -0.1531
C -0.1872 -0.0534 2.5197 0.0 -3.9 4.2 -0.2838
C -0.4640 1.1411 1.7672 -0.3 2.4 -0.2 -0.2402
C -0.7375 0.0930 -0.3975 -0.9 0.4 2.5 -0.0820
C -0.9096 0.2610 -1.6564 -3.7 0.6 -0.4 -0.1581
H -0.6779 2.0141 2.4408 -0.8 -1.1 -0.4 0.1447
H -0.1958 0.4338 -3.4272 0.6 -1.3 -0.3 0.1810
H 0.0509 -0.5140 -0.0148 0.7 -0.1 0.0 0.0889
H 3.1465 -0.4005 -1.7633 -2.0 -0.8 0.0 0.1415
H 0.4702 -1.0497 -2.6242 -0.7 0.9 -0.6 0.1693
H 0.4379 1.5680 1.3304 0.4 -0.5 -0.4 0.1236
H 0.4359 0.0940 3.4612 -0.9 0.3 -1.0 0.1428
H 2.3077 -1.6130 -1.3896 0.2 -1.7 0.9 0.0517
H -1.1509 -0.6774 2.8808 1.6 2.0 -0.6 0.1673
H -2.0596 1.8808 0.3865 1.4 -3.3 0.3 0.1881
H -2.2599 0.2048 1.2377 -0.1 -0.1 -0.6 0.1099
H 0.9901 -1.6229 2.2766 0.6 -0.8 1.1 0.0771
H -1.8594 0.6473 -2.0695 0.9 0.2 0.1 0.1500
H 0.9454 0.5371 -2.1651 -2.0 -2.3 -1.7 0.2144